The following is a quantum chemistry calculation of a structure of composition C22H32IrN6O2S, from the OMol25 dataset.

```
64
Properties=species:S:1:pos:R:3:forces:R:3
Ir 1.206588 0.764151 0.125413 -0.04 -0.01 0.01
N -0.057580 0.201177 1.698028 0.02 0.00 -0.01
C -0.530852 1.359697 2.508736 0.00 0.00 0.00
C 0.467002 2.503929 2.412689 0.01 0.00 0.01
N 0.859219 2.733564 1.011312 0.03 -0.02 -0.03
C -0.129371 3.458650 0.177170 0.00 0.01 0.00
C -1.101621 2.517606 -0.523743 0.00 0.01 0.01
N -0.351661 1.398660 -1.134865 0.00 -0.02 0.00
H -0.844308 -0.341237 1.340939 0.00 -0.01 0.00
H 0.456469 -0.450930 2.288397 0.00 0.00 0.00
H -0.668383 1.066189 3.549306 0.00 0.00 0.00
H -1.505043 1.662391 2.130587 0.00 0.00 0.00
H 1.375390 2.252698 2.962433 0.00 0.00 0.00
H 0.040570 3.404195 2.864640 0.00 0.00 0.00
H 1.746518 3.228849 0.950381 -0.02 0.02 0.02
H 0.442837 4.007866 -0.570052 -0.01 -0.01 0.00
H -0.681131 4.188781 0.775535 0.00 0.00 0.00
H -1.660872 3.071278 -1.280192 0.00 0.00 0.00
H -1.831235 2.091934 0.163151 0.00 0.00 0.00
H 0.087567 1.712860 -2.012050 0.00 -0.01 0.00
H -0.985355 0.636590 -1.378837 0.00 0.01 -0.02
C 1.141526 -1.094137 -0.744625 0.02 0.01 0.10
C 0.099376 -1.810599 -0.459992 -0.07 0.01 -0.24
C -1.113128 -2.234469 -0.147886 0.02 0.00 0.12
C -1.371491 -3.173956 0.973695 0.00 0.00 0.00
C -0.390225 -3.403455 1.941248 0.00 0.00 0.00
C -0.620673 -4.273316 2.993450 0.00 0.00 0.00
C -1.838417 -4.933539 3.099271 0.00 0.00 0.00
C -2.815290 -4.721702 2.138797 0.00 0.00 0.00
C -2.584808 -3.849839 1.083732 0.00 0.00 0.00
C -2.237518 -1.562660 -0.867299 0.00 -0.01 -0.01
C -2.207559 -1.393277 -2.251426 0.00 -0.01 0.00
C -3.165121 -0.618668 -2.891917 0.00 0.00 0.00
C -4.171516 -0.001763 -2.160187 0.00 0.00 0.00
C -4.223978 -0.180314 -0.784168 0.00 -0.01 0.00
C -3.269343 -0.958484 -0.143676 0.00 0.01 0.00
H 0.572445 -2.910751 1.845460 0.00 0.00 0.00
H 0.152771 -4.442687 3.731652 0.00 0.00 0.00
H -2.019677 -5.614085 3.920328 0.00 0.00 0.00
H -3.761684 -5.242252 2.204921 0.00 0.00 0.00
H -3.351981 -3.701961 0.334243 0.00 0.00 0.00
H -1.421385 -1.874187 -2.820432 0.00 0.00 0.00
H -3.132083 -0.505965 -3.968036 0.00 0.00 0.00
H -4.920698 0.597056 -2.660709 0.00 0.00 0.00
H -5.015341 0.281420 -0.207402 0.00 0.00 0.00
H -3.326735 -1.106300 0.929673 0.00 0.00 0.00
N 4.378863 -0.380991 -0.559876 0.00 0.00 0.00
C 4.250930 -0.501694 0.748393 0.00 0.00 0.00
N 5.174487 -1.167647 1.445485 0.00 0.00 0.00
S 2.946943 0.198994 1.608923 0.01 0.01 0.01
H 5.138734 -0.821104 -1.052145 0.00 0.00 0.00
H 3.715799 0.207834 -1.067529 -0.01 -0.01 -0.01
H 6.033925 -1.481943 1.027912 0.00 0.00 0.00
H 5.054746 -1.281624 2.436593 0.00 0.00 0.00
N 1.291824 2.440675 -3.697952 0.04 0.02 0.00
C 2.543506 2.990574 -3.149649 -0.05 -0.02 -0.03
C 2.631796 2.593115 -1.686659 0.02 0.01 0.00
O 2.849590 3.405167 -0.805492 0.00 -0.01 -0.01
O 2.375946 1.320947 -1.501569 0.00 0.03 0.02
H 1.852404 -1.416146 -1.503258 0.01 -0.01 0.01
H 1.440070 1.480078 -3.984608 -0.02 -0.01 0.01
H 1.020753 2.956069 -4.526272 0.00 0.00 0.00
H 2.520606 4.076117 -3.202204 0.01 0.00 0.00
H 3.436872 2.642553 -3.677763 0.02 0.01 0.01
```
Forces are in eV/Å.

As for the total charge: +1. Its strongest force on any atom is 0.25 eV/Å. Its spin multiplicity is 1. The calculation puts the HOMO energy at -0.372 Ha. The energy above the lowest of the compared OMol25 structures with the same formula, charge and spin is 0.0 kJ/mol.

=====

The following is a quantum chemistry calculation of a cluster of 2 separate species, C4H4N2O in total, from the OMol25 dataset.

```
11
Properties=species:S:1:pos:R:3:forces:R:3
O 1.950503 -1.519972 0.385331 -0.90 -0.11 -0.11
C 0.807709 -1.644838 0.209245 0.37 0.04 0.03
C 2.002811 2.096929 -0.227442 -0.36 0.04 0.04
C 0.845452 1.817647 -0.040013 0.44 0.18 -0.06
N -1.611509 0.017858 0.194990 -0.23 -0.43 -0.09
C -1.545540 -1.224193 -0.043809 -0.06 0.21 0.03
N -0.357314 -1.941017 -0.001272 0.44 0.03 0.08
H 3.024668 2.383912 -0.395622 -0.40 -0.17 0.07
H -0.181349 1.515391 0.129512 0.60 0.11 -0.08
H -2.569994 0.339001 0.092447 -0.07 -0.02 0.04
H -2.398160 -1.857921 -0.302156 0.16 0.12 0.04
```
Forces are in eV/Å.

Its strongest force on any atom is 0.91 eV/Å. Its spin multiplicity is 1. The calculation puts the HOMO energy at -0.375 Ha. The energy above the lowest of the compared OMol25 structures with the same formula, charge and spin is 260.3 kJ/mol.

=====

The following is a quantum chemistry calculation of a structure of composition Fe2H30O19P in a non-equilibrium geometry, from the OMol25 dataset.

```
52
Properties=species:S:1:pos:R:3:forces:R:3
Fe -6.533879 47.079058 -10.712729 -0.59 1.31 -0.57
Fe -4.239180 43.683085 -7.564790 0.71 0.05 0.02
P -5.610719 45.232186 -9.165238 0.01 0.30 -0.45
O -6.512454 45.157808 -10.409503 0.36 -2.08 0.37
O -6.091600 44.312588 -7.992622 -1.23 0.57 -0.06
O -5.629075 46.761494 -8.924560 0.13 -0.19 0.82
O -4.156168 44.735445 -9.255944 0.51 0.00 -0.83
O -4.076466 41.913267 -8.830341 0.01 -0.43 -0.03
H -3.470896 41.162359 -8.790101 -0.07 0.09 0.09
H -4.521033 41.838980 -9.690710 -0.14 0.27 0.22
O -8.183261 42.788689 -10.907254 -0.29 0.24 0.09
H -8.102523 42.501719 -9.983921 0.14 -0.31 -0.47
H -7.798740 43.675407 -10.911757 0.11 -0.09 0.11
O -2.935486 46.919356 -8.028826 0.48 0.07 0.33
H -3.771293 47.364835 -8.221770 0.00 -0.19 -0.06
H -2.974969 46.106129 -8.550180 -0.29 0.32 -0.14
O -8.933140 44.912736 -8.574582 0.54 0.28 0.31
H -7.979627 44.805055 -8.357444 -0.83 -0.21 -0.19
H -9.267179 44.022997 -8.743631 -0.05 0.12 -0.12
O -7.366859 41.816134 -8.431902 0.21 0.39 0.43
H -7.094242 42.700878 -8.119525 0.06 -0.31 -0.09
H -6.815765 41.205433 -7.932663 -0.20 -0.14 -0.04
O -4.895237 46.896841 -12.023840 0.49 0.24 -0.61
H -4.573549 46.146324 -12.555872 -0.10 -0.03 0.30
H -4.311821 47.634432 -12.249026 -0.04 -0.10 0.12
O -8.495675 47.289334 -9.882431 -0.76 0.22 0.33
H -8.925370 48.104323 -9.596138 0.13 -0.07 -0.01
H -8.924119 46.568949 -9.365485 0.29 -0.36 -0.25
O -7.795394 46.844964 -12.526163 -0.26 0.18 -0.50
H -8.747510 47.005811 -12.498467 0.10 -0.10 0.22
H -7.600771 46.614204 -13.444869 0.22 0.01 0.17
O -6.027020 44.091646 -12.922555 0.20 0.77 -0.05
H -6.113759 44.715474 -12.172973 -0.23 -0.87 -0.13
H -6.930359 43.903045 -13.200530 0.08 -0.17 0.12
O -7.643464 45.246524 -5.801531 0.30 -0.23 -0.15
H -7.077727 44.893473 -6.512998 -0.34 0.17 0.40
H -8.429976 45.574125 -6.248434 -0.04 -0.07 0.03
O -2.151525 43.634297 -7.404815 0.90 -0.33 0.20
H -1.597192 44.425858 -7.487536 -0.31 0.04 0.00
H -1.531311 42.898513 -7.318514 -0.11 0.06 0.01
O -2.335843 45.121324 -11.414546 -0.13 0.20 0.08
H -2.915922 45.193347 -10.636063 0.05 -0.26 -0.22
H -2.185113 44.177278 -11.522444 -0.04 0.05 -0.04
O -6.497060 49.217017 -10.542397 -0.08 0.61 0.14
H -6.103091 49.621358 -9.756018 0.13 -0.18 -0.14
H -7.226665 49.802783 -10.785816 0.12 -0.09 -0.13
O -5.967452 47.743583 -6.417176 0.39 -0.61 0.06
H -5.935879 47.032398 -7.092759 -0.35 0.93 0.18
H -6.413459 48.471445 -6.853661 0.01 0.02 -0.03
O -4.109158 45.051573 -5.959019 -0.22 0.22 0.25
H -3.552333 45.102396 -5.172140 0.00 -0.14 -0.10
H -4.438200 45.960679 -6.094305 0.05 -0.17 -0.01
```
Forces are in eV/Å.

As for the total charge: +1. Its strongest force on any atom is 2.14 eV/Å. Its spin multiplicity is 9. The calculation puts the HOMO energy (spin up / spin down) at -0.444 / -0.420 Ha. As for the expectation value of S²: 20.013. The energy above the lowest of the compared OMol25 structures with the same formula, charge and spin is 13.0 kJ/mol.

=====

Among the records above, which one has the highest strongest force on any atom?
Fe2H30O19P